Entry 1:
62
Properties=species:S:1:pos:R:3 method="wB97M-V/def2-TZVPD" e_above_lowest_kcal_mol=0.00 orbital_gap_ev=6.589 charge=+2 molar_mass_g_mol=644.9 e_homo_ev=-14.1
Ir -1.4196 0.6903 -0.8094
C 1.2116 4.0616 2.5692
C 1.1065 3.1997 3.8269
C 0.2932 3.9700 4.8782
C 2.5226 2.9356 4.3597
C 0.4230 1.8645 3.5494
C 0.2311 0.9556 4.6133
C -0.3795 -0.2672 4.4536
C -0.8228 -0.6091 3.1777
S -1.6338 -2.0548 2.6450
C -1.6861 -1.4432 1.0607
N -1.1465 -0.2468 0.9291
C -0.6413 0.2709 2.1155
C -0.0192 1.5058 2.2892
C -2.2076 -2.0063 -0.1713
C -2.7726 -3.2607 -0.3450
C -3.1247 -3.6695 -1.6242
C -2.9089 -2.8329 -2.7131
C -2.3529 -1.5670 -2.5411
C -2.0250 -1.1463 -1.2661
H 1.6984 5.0040 2.8182
H 0.2273 4.3027 2.1599
H 1.8141 3.5798 1.7942
H 0.7724 4.9276 5.0840
H 0.2260 3.4280 5.8213
H -0.7210 4.1652 4.5251
H 3.0180 3.8829 4.5745
H 3.1245 2.3953 3.6259
H 2.5107 2.3547 5.2819
H 0.5755 1.2276 5.6016
H -0.5104 -0.9358 5.2934
H 0.1116 2.1682 1.4429
H -2.9278 -3.9173 0.5025
H -3.5642 -4.6460 -1.7738
H -3.1832 -3.1628 -3.7067
H -2.1989 -0.9226 -3.3980
C -1.3772 3.5155 -2.3615
O -2.1489 2.3136 -2.0565
H -2.0537 4.2743 -2.7438
H -0.5966 3.2888 -3.0835
H -0.9424 3.8552 -1.4262
H -2.6914 2.0836 -2.8222
C 0.4799 -4.8875 -4.5969
C 0.7385 -3.7135 -3.7012
C 0.9281 -2.4329 -4.2311
C 1.1704 -1.3490 -3.4108
C 1.2173 -1.5501 -2.0350
C 1.0185 -2.8111 -1.4776
C 0.7879 -3.8852 -2.3172
S 1.4844 -0.2495 -0.9043
C 2.9757 0.5235 -1.4923
O 0.4544 0.9032 -1.3192
H 0.5245 -4.6110 -5.6478
H -0.5049 -5.3129 -4.3941
H 1.2124 -5.6750 -4.4169
H 0.8962 -2.2934 -5.3042
H 1.3119 -0.3629 -3.8369
H 1.0494 -2.9472 -0.4026
H 0.6471 -4.8729 -1.8963
H 2.9072 0.7022 -2.5627
H 3.7937 -0.1600 -1.2660
H 3.0972 1.4521 -0.9374

***

Entry 2:
21
Properties=species:S:1:pos:R:3 method="wB97M-V/def2-TZVPD" multiplicity=5 orbital_gap_ev="9.192 / 7.122" charge=+1 molar_mass_g_mol=342.4 e_homo_ev="-12.6 / -13.8"
Ir -0.5806 -1.8666 0.5223
N -0.7300 -1.6717 -1.5284
N -2.1192 -1.1914 -1.1717
C -2.7959 -1.0253 -0.0062
O -3.9527 -0.5862 -0.2785
O -2.3476 -1.2680 1.1574
H -0.3378 -0.8792 -1.8780
H -0.9203 -2.4822 -1.9878
H -2.6989 -0.9265 -1.9627
C 2.4019 2.5002 0.7434
N 2.0354 1.1873 1.2102
C 1.0600 0.3778 0.7442
N 0.3248 0.8344 -0.2859
O 0.8531 -0.7238 1.2372
H 3.2347 2.8671 1.3475
H 1.5452 3.1719 0.8429
H 2.7012 2.4405 -0.3064
H 2.5494 0.7842 1.9838
H 0.4675 1.7325 -0.7139
H -0.4054 0.2312 -0.6365
H -0.2849 -3.5061 0.9672

***

Entry 3:
11
Properties=species:S:1:pos:R:3 method="wB97M-V/def2-TZVPD" e_above_lowest_kcal_mol=208.00 orbital_gap_ev=9.207 charge=0 molar_mass_g_mol=92.1 e_homo_ev=-10.5
C -1.1803 -0.2202 1.0154
C -2.2035 -0.9079 1.3239
C 1.4900 -1.0589 -1.9751
C 0.5989 -0.8674 -1.2311
C 0.1406 0.4213 1.4287
C -0.3751 0.5869 0.0678
O -0.5428 1.7712 -0.5890
H 2.1105 -1.7741 -2.4467
H 0.0436 0.9980 2.3014
H 0.7548 -0.4873 1.5392
H -0.8367 1.5384 -1.4345

***

Entry 4:
85
Properties=species:S:1:pos:R:3 method="wB97M-V/def2-TZVPD" e_above_lowest_kcal_mol=24.16 multiplicity=2 orbital_gap_ev="5.745 / 3.249" charge=+2 molar_mass_g_mol=947.3 e_homo_ev="-12.6 / -12.6"
Sc -0.8153 0.3388 0.3447
C -1.0336 1.7633 -3.1240
C -0.3045 0.4763 -2.9378
C 0.1668 -0.3628 -3.9422
C 0.8290 -1.3767 -3.2832
N 0.7580 -1.1532 -1.9607
N 0.0384 -0.0128 -1.7347
B 1.0242 -2.1755 -0.8208
N 1.6669 -1.4912 0.4285
C 2.8014 -1.8694 1.0320
C 2.9336 -1.1718 2.2124
C 1.8016 -0.3582 2.2824
C 1.4397 0.5591 3.4017
N 1.0444 -0.5443 1.1831
N -0.3905 -2.6914 -0.4388
C -0.9167 -3.9096 -0.6458
C -2.2771 -3.8444 -0.4492
C -2.5350 -2.5092 -0.1347
C -3.8628 -1.8930 0.1399
N -1.3897 -1.8148 -0.1281
N 1.9371 -3.3029 -1.2370
C 2.1640 -4.4628 -0.5543
C 3.1480 -5.1509 -1.2046
C 3.5043 -4.3300 -2.3050
C 4.5353 -4.5755 -3.3492
N 2.7771 -3.2262 -2.2960
H -1.0838 1.9977 -4.1845
H -2.0530 1.7060 -2.7416
H -0.5074 2.5808 -2.6261
H 0.0286 -0.2563 -5.0036
H 1.3600 -2.2239 -3.6711
H 3.4578 -2.6057 0.6009
H 3.7255 -1.2397 2.9379
H 2.3114 1.1375 3.7100
H 0.6360 1.2348 3.1272
H 1.1187 -0.0204 4.2685
H -0.3157 -4.7501 -0.9423
H -2.9908 -4.6435 -0.5372
H -4.5985 -2.2917 -0.5569
H -4.2025 -2.1390 1.1468
H -3.8269 -0.8091 0.0300
H 1.6318 -4.6959 0.3535
H 3.5624 -6.1101 -0.9480
H 4.3149 -5.4908 -3.8981
H 4.5676 -3.7412 -4.0472
H 5.5149 -4.7032 -2.8876
Se 1.0326 2.8367 -0.0225
Se 3.1287 2.3505 0.8199
C 3.6540 1.3873 -0.7501
C 4.6543 0.4280 -0.7344
C 4.9690 -0.1784 -1.9419
C 4.3200 0.2318 -3.0925
C 3.3404 1.2162 -2.9932
N 2.9830 1.7514 -1.8355
C 0.3568 3.5105 1.6667
C 0.8531 4.6616 2.2553
C 0.2549 5.0887 3.4324
C -0.7945 4.3491 3.9561
C -1.1801 3.1874 3.3031
N -0.6060 2.7693 2.1778
H 5.1556 0.1691 0.1873
H 5.7194 -0.9550 -1.9760
H 4.5573 -0.1905 -4.0580
H 2.8227 1.5929 -3.8643
H 1.6759 5.1995 1.8025
H 0.6008 5.9865 3.9256
H -1.2924 4.6510 4.8661
H -1.9707 2.5586 3.6954
I -2.0747 -0.5775 3.0439
C -3.8236 0.5504 2.4769
C -4.9321 0.3332 3.2432
C -6.0875 1.1030 3.0203
C -6.0705 2.0840 2.0726
C -4.9252 2.3183 1.2772
C -4.9128 3.3784 0.3431
C -3.8058 3.6282 -0.4117
C -2.6768 2.7922 -0.2897
C -2.6441 1.7029 0.5558
C -3.7575 1.5025 1.4288
H -4.9264 -0.4139 4.0247
H -6.9644 0.9241 3.6260
H -6.9427 2.7029 1.9054
H -5.7917 4.0036 0.2533
H -3.7843 4.4596 -1.1044
H -1.8100 3.0588 -0.8939